No. 1
Formula: C29H26F5GeO5PdS
Source: OMol25
Level of theory: ωB97M-V with the def2-TZVPD basis set

Cartesian coordinates (Å):
Pd 0.052 0.159 0.397
F 5.815 3.244 2.581
C 4.925 2.558 1.894
C 3.602 3.036 1.811
F 3.296 4.180 2.407
C 2.669 2.327 1.119
F 1.439 2.805 1.022
C 3.021 1.078 0.442
O 2.221 0.367 -0.154
C 4.419 0.664 0.528
F 4.771 -0.454 -0.066
C 5.326 1.375 1.249
F 6.587 0.975 1.367
C -1.844 -1.460 -1.835
S -2.063 -1.538 -0.080
O -3.204 -2.373 0.157
O -0.769 -2.053 0.449
O -2.212 -0.118 0.359
H -1.683 -2.479 -2.186
H -0.992 -0.832 -2.074
H -2.755 -1.049 -2.269
C -4.142 -2.248 4.725
C -3.253 -3.028 3.998
C -2.109 -2.456 3.456
C -1.828 -1.099 3.647
C -2.740 -0.326 4.366
C -3.886 -0.895 4.905
Ge -0.221 -0.302 2.910
C 1.352 -1.229 3.617
C 1.304 -2.420 4.342
C 2.470 -3.042 4.780
C 3.710 -2.482 4.510
C 3.782 -1.289 3.802
C 2.613 -0.682 3.361
C -0.127 1.542 3.567
C 0.810 1.985 4.502
C 0.861 3.323 4.887
C -0.031 4.239 4.346
C -0.976 3.815 3.418
C -1.017 2.482 3.028
H -5.038 -2.690 5.142
H -3.460 -4.079 3.835
H -1.451 -3.066 2.845
H -2.550 0.728 4.525
H -4.584 -0.280 5.460
H 0.347 -2.865 4.583
H 2.408 -3.969 5.339
H 4.615 -2.968 4.855
H 4.749 -0.837 3.601
H 2.678 0.255 2.822
H 1.506 1.279 4.944
H 1.595 3.649 5.616
H 0.004 5.278 4.652
H -1.680 4.526 2.999
H -1.749 2.162 2.292
C -1.694 3.198 -2.620
C -0.239 3.483 -3.043
C 0.600 2.577 -2.122
O -0.339 1.770 -1.403
C -1.527 2.566 -1.253
H -2.155 2.478 -3.297
H -2.313 4.093 -2.595
H 0.020 4.529 -2.882
H -0.072 3.258 -4.095
H 1.183 3.175 -1.419
H 1.269 1.903 -2.653
H -1.358 3.325 -0.479
H -2.329 1.906 -0.939

The value obtained for the gap between HOMO and LUMO (spin up / spin down) is 6.39 / 5.35 eV. As for the total charge: 0. The spin multiplicity is 4.

natural (NBO) atomic charge list, values in e, 4 entries: Pd 0.83; F -0.25; C 0.36; C 0.31



No. 2
Formula: C5H9NS2
Source: OMol25
Level of theory: ωB97M-V with the def2-TZVPD basis set

Cartesian coordinates (Å):
C 1.957 1.376 -0.285
C 1.670 -0.167 -0.198
S 2.851 -1.428 -0.344
N 0.396 -0.357 -0.011
C -0.300 -1.627 0.199
C -1.604 -0.663 0.379
S -3.057 -0.701 -0.587
C -0.712 0.556 0.104
H 1.059 1.818 -0.791
H 2.067 1.728 0.831
H 2.985 1.555 -1.021
H -0.040 -2.134 1.127
H -0.228 -2.198 -0.703
H -1.864 -0.630 1.379
H -3.580 0.485 -0.066
H -1.082 1.012 -0.789
H -0.517 1.375 0.776

The value obtained for the gap between HOMO and LUMO is 8.49 eV. As for the total charge: 0. For the relative energy (zero: lowest compared OMol25 entry of this formula, charge and spin), the calculation gives 54.49 kcal per mole. As for the structure (SMILES): CC(=S)N1CC(S)C1.

natural (NBO) atomic charge list, values in e, 4 entries: C -0.69; C 0.20; S -0.26; N -0.40



No. 3
Formula: BCuH14O5
Source: OMol25
Level of theory: ωB97M-V with the def2-TZVPD basis set

Cartesian coordinates (Å):
Cu -0.018 -0.167 -0.044
B 2.320 -2.561 2.249
H 2.944 -2.491 1.372
H 2.782 -3.066 3.083
H 1.969 -1.574 2.507
H 1.356 -2.960 1.972
O -0.240 3.339 2.093
H -0.924 3.742 2.628
H 0.414 4.029 1.980
O 2.909 1.927 -1.822
H 2.783 1.720 -2.748
H 3.406 2.745 -1.825
O -3.741 -0.434 1.750
H -3.812 -0.694 2.669
H -4.647 -0.329 1.459
O -2.086 2.183 -2.481
H -3.000 1.985 -2.685
H -1.822 2.816 -3.149
O -0.172 -3.082 -2.782
H 0.496 -3.449 -3.361
H -0.915 -3.679 -2.864

The value obtained for the gap between HOMO and LUMO (spin up / spin down) is 8.15 / 6.94 eV. As for the total charge: +1. The spin multiplicity is 2. For the relative energy (zero: lowest compared OMol25 entry of this formula, charge and spin), the calculation gives 145.63 kcal per mole.

natural (NBO) atomic charge list, values in e, 4 entries: Cu 0.99; B -0.46; H -0.03; H 0.01